No. 1
A structure of composition C37H28Co2O8P, computed with wB97M-V/def2-TZVPD.

Last column: Mulliken charge in e.
Element x y z (Å)
C 4.6763 -2.9809 -4.9652  -1.228
C 3.8688 -2.8001 -3.7103  -0.160
O 2.4762 -2.8066 -4.0593  -0.302
C 1.6476 -2.5321 -3.0073  0.362
C 0.2754 -2.5704 -3.4531  -0.901
P -1.0817 -2.8231 -2.4082  2.610
C -1.5854 -1.1890 -1.8446  -0.140
C -2.9276 -0.8103 -1.6843  -0.250
C -3.2362 0.4955 -1.2874  -0.724
C -2.2193 1.4378 -1.0857  -0.478
C -0.8851 1.0689 -1.2927  -0.817
C -0.5719 -0.2379 -1.6628  -0.274
C -2.4943 -3.6029 -3.2116  -0.131
C -3.1471 -4.7187 -2.6510  -0.186
C -4.2683 -5.2791 -3.2700  -0.731
C -4.7535 -4.7362 -4.4675  -0.352
C -4.1047 -3.6371 -5.0464  -0.741
C -2.9772 -3.0827 -4.4287  -0.171
C -0.6619 -3.8159 -0.9700  -0.010
C -0.7530 -3.2727 0.3205  -0.561
C -0.3751 -4.0334 1.4294  -0.665
C 0.0902 -5.3435 1.2584  -0.421
C 0.1798 -5.8918 -0.0284  -0.735
C -0.1980 -5.1320 -1.1397  -0.026
O 2.0869 -2.2644 -1.8813  -0.722
H 5.7205 -2.9725 -4.6533  0.383
H 4.4586 -3.9289 -5.4636  0.309
H 4.5024 -2.1625 -5.6680  0.304
H 4.0668 -3.6207 -3.0131  0.270
H 4.1365 -1.8492 -3.2334  0.289
H 0.1601 -2.6993 -4.5265  0.345
H -3.7243 -1.5275 -1.8797  0.411
H -4.2809 0.7863 -1.1519  0.368
H -2.4563 2.4628 -0.7847  0.440
H -0.0809 1.7981 -1.1762  0.610
H 0.4670 -0.5226 -1.8358  0.240
H -2.7896 -5.1429 -1.7130  0.337
H -4.7687 -6.1387 -2.8125  0.381
H -5.6370 -5.1699 -4.9456  0.353
H -4.4834 -3.2049 -5.9782  0.367
H -2.4813 -2.2284 -4.8897  0.375
H -1.1240 -2.2556 0.4554  0.414
H -0.4457 -3.5918 2.4274  0.404
H 0.3876 -5.9344 2.1285  0.370
H 0.5433 -6.9134 -0.1700  0.367
H -0.1412 -5.5697 -2.1385  0.446
O 3.0619 1.7160 3.5114  -0.432
C 2.8140 2.7621 3.0779  0.072
Co 2.4198 4.2906 2.3691  0.354
C 4.0965 4.7204 2.0327  0.146
O 5.2057 4.9158 1.8050  -0.430
C 1.7492 3.8463 0.8225  0.142
O 1.4189 3.4653 -0.2172  -0.487
C 0.9888 4.7690 3.6443  0.801
C -0.0053 3.7828 4.0434  0.597
C -0.8112 3.1017 3.0996  -0.187
C -1.5869 2.0180 3.5070  -0.589
C -1.6466 1.6577 4.8594  -0.483
C -0.9399 2.4003 5.8110  -0.628
C -0.1484 3.4758 5.4138  -0.549
C 1.7593 5.6615 4.4586  0.013
C 2.5805 5.5181 5.5066  -0.982
Co 1.2215 6.3646 2.9287  -0.011
C 0.1375 6.2005 1.5162  0.303
O -0.5877 6.1568 0.6145  -0.382
C 2.7455 7.0971 2.2277  0.001
O 3.6226 7.7304 1.8209  -0.368
C 0.5828 7.7728 3.7106  0.163
O 0.0957 8.7560 4.0767  -0.427
H -0.7701 3.4081 2.0450  0.295
H -2.1276 1.4484 2.7460  0.416
H -2.2520 0.8070 5.1640  0.367
H -0.9677 2.1394 6.8704  0.349
H 0.4302 4.0483 6.1477  0.363
H 3.0553 6.3744 6.0035  0.224
H 2.7675 4.5388 5.9529  0.317

The frontier orbital gap comes out at 0.2095 Ha. As for the net charge: -1. For the total energy, the calculation gives -139744.79509 eV. The energy relative to the best compared isomer or geometry (same formula, charge and spin) comes out at 0.00 kJ/mol.

***

No. 2
A cluster of 2 separate species, C3H8O2 in total, computed with wB97M-V/def2-TZVPD.

Last column: Mulliken charge in e.
Element x y z (Å)
O -2.2691 0.1040 1.9132  -0.029
C -1.5264 -0.4033 1.1321  0.179
C -0.2935 0.1744 0.5266  -0.197
C 0.9164 -0.6124 1.1188  -1.041
H -1.6582 -1.4399 0.7733  0.369
H -0.1931 1.2361 0.7601  0.346
H -0.3680 0.1151 -0.5633  0.310
H 0.7909 -0.9729 2.1360  0.389
H 1.7378 0.0860 0.9910  0.298
H 1.0774 -1.5093 0.5186  0.372
H 1.2211 0.6201 -2.8961  0.326
H 0.2409 1.7862 -3.2200  0.338
O 0.3238 0.8159 -3.1901  -0.661

The frontier orbital gap (spin up / spin down) comes out at 0.3308 / 0.1877 Ha. As for the net charge: +1. Its multiplicity is 2. Its expectation value of S² is 0.76. For the total energy, the calculation gives -7325.28308 eV. The energy relative to the best compared isomer or geometry (same formula, charge and spin) comes out at 126.03 kJ/mol.

***

No. 3
An isolated molecule of C5H6N2O, computed with wB97M-V/def2-TZVPD.

Last column: Mulliken charge in e.
Element x y z (Å)
C 0.8476 -1.6802 -1.8720  0.190
C 0.4456 -1.4958 -0.7111  -0.677
C -0.0821 -1.1326 0.6235  -0.051
C 0.7327 -0.3973 1.5657  -0.439
N -0.3475 0.2280 0.8625  -0.145
N -0.0970 1.2767 -0.1224  -0.152
C -1.1807 2.0944 -0.3879  0.106
O -1.4840 2.7210 -1.4546  -0.549
H 0.9496 -2.0604 -2.9611  0.347
H -0.7770 -1.9099 0.9890  0.284
H 1.7674 -0.3493 1.1991  0.303
H 0.6755 -0.4871 2.6566  0.250
H 0.3468 0.9285 -0.9594  0.234
H -1.7971 2.2640 0.5722  0.299

The frontier orbital gap comes out at 0.3966 Ha. As for the SMILES: C#C[C@H]1CN1NC=O. As for the net charge: 0. For the total energy, the calculation gives -10305.12796 eV. The energy relative to the best compared isomer or geometry (same formula, charge and spin) comes out at 431.82 kJ/mol.

***

Question: Among the records above, which one has the lowest net charge?
Answer: C37H28Co2O8P